Entry 1:
63
Properties=species:S:1:pos:R:3:forces:R:3 method="wB97M-V/def2-TZVPD" total_charge=+2 e_tot_ha=-2354.71964 fmax_ev_per_a=1.3 homo_energy_ev="-13.55 / -13.63" mol_weight_g_mol=616.901 multiplicity=3
Mo 0.652 0.119 -0.268 0.43 0.69 0.78
Cl 0.658 2.475 7.883 -0.01 0.04 0.07
P -1.779 -1.852 -2.300 0.47 0.46 0.27
O 1.071 -0.179 1.808 0.32 -0.81 -0.57
O -0.094 1.514 1.232 -0.25 -0.06 -0.87
N -1.235 0.660 -1.195 -0.64 -0.05 -0.15
N -0.225 -1.767 0.033 -0.64 -1.13 -0.08
N 0.782 -0.598 -2.373 -0.16 -0.40 -0.23
N -1.420 -3.624 -0.135 0.49 1.05 -0.18
N 0.267 -1.686 -4.225 0.14 0.34 0.65
N -3.311 0.504 -1.923 0.88 -0.08 0.15
C 2.707 1.156 0.081 0.79 0.64 -0.43
C -3.130 1.779 -1.491 0.36 0.44 0.23
C -0.656 -3.735 0.979 0.42 0.19 0.35
C 2.925 2.871 1.786 0.08 -0.30 -0.06
C -4.551 -0.070 -2.373 -0.80 -0.31 -0.20
C 3.126 1.580 1.361 -0.05 0.14 0.07
C 2.082 2.109 -0.776 0.59 -0.05 0.03
C 0.450 1.279 3.568 0.06 0.10 0.36
C 1.089 0.784 5.836 -0.08 0.23 0.28
C -0.135 -1.371 -2.977 -0.31 -0.09 0.19
C 0.570 2.017 6.237 -0.02 -0.15 -0.46
C 2.285 3.791 0.954 -0.25 -0.04 -0.40
C -0.402 -2.508 -5.197 -0.38 -0.49 -0.66
C -0.019 2.875 5.305 0.05 -0.02 0.29
C 1.468 -1.091 -4.431 0.37 0.37 0.14
C 1.775 -0.416 -3.288 0.19 -0.06 -0.32
C -0.082 2.507 3.978 0.10 -0.35 -0.25
C 2.811 -0.239 -0.350 0.09 0.11 0.19
C 1.033 0.423 4.511 -0.15 0.18 -0.41
C 1.888 3.418 -0.314 -0.14 0.23 0.20
C 0.081 -2.592 1.075 0.11 -0.41 0.46
C 0.463 0.873 2.169 -0.26 0.24 0.80
C -2.146 -0.148 -1.744 0.14 -0.42 -0.11
C -1.135 -2.427 -0.700 -0.08 -0.01 -0.16
C -2.396 -4.578 -0.587 -0.69 -0.57 -0.39
C -1.842 1.867 -1.038 -0.46 0.41 -0.02
H -1.329 2.708 -0.610 0.00 0.08 0.06
H -0.532 3.161 3.246 -0.04 0.09 -0.03
H -0.591 -1.935 -6.106 -0.05 -0.01 0.13
H -2.409 -5.428 0.094 0.06 0.08 -0.06
H -0.422 3.819 5.641 -0.01 0.04 -0.01
H 1.529 0.128 6.569 0.06 -0.06 0.10
H 1.453 4.152 -0.979 0.01 0.04 -0.03
H -5.059 0.610 -3.055 0.11 -0.02 0.01
H -3.392 -4.132 -0.596 0.09 -0.03 0.04
H 0.223 -3.361 -5.459 0.00 0.02 0.08
H 3.267 3.180 2.763 0.06 0.00 0.07
H 2.010 -1.177 -5.350 0.07 -0.06 -0.22
H -0.675 -4.600 1.610 -0.07 -0.16 0.11
H 2.132 4.801 1.294 -0.02 0.17 0.01
H -4.357 -1.011 -2.885 -0.02 0.10 -0.01
H 0.799 -2.313 1.823 -0.03 -0.07 0.02
H 2.647 0.180 -3.099 0.06 0.01 0.01
H -2.162 -4.931 -1.592 0.04 -0.01 0.10
H -3.903 2.519 -1.552 -0.17 0.11 0.04
H -5.207 -0.264 -1.521 0.09 0.04 -0.08
H 1.435 -0.520 4.176 0.08 -0.08 0.08
H 3.355 -0.380 -1.283 -0.49 -0.09 -0.08
H -1.346 -2.876 -4.798 0.07 0.06 -0.04
H 3.256 -0.881 0.413 -0.33 -0.03 -0.03
H 3.627 0.866 2.002 -0.04 -0.02 0.01
H 2.026 1.963 -1.856 -0.22 -0.28 0.19

***

Entry 2:
119
Properties=species:S:1:pos:R:3:forces:R:3 method="wB97M-V/def2-TZVPD" total_charge=-2 e_tot_ha=-11302.31585 fmax_ev_per_a=0.7 homo_energy_ev=-1.68 de_lowest_kj_mol=29.8 mol_weight_g_mol=1196.472
Sn -0.265 0.468 -0.472 0.17 -0.53 -0.45
Br -2.901 -1.890 -2.665 0.01 -0.03 0.02
Br -4.276 -0.424 -0.171 -0.12 0.03 0.02
Se 2.446 1.682 -3.076 -0.01 -0.03 -0.10
Cl 3.572 -0.518 0.770 0.02 0.05 0.03
Cl 6.104 0.841 0.130 -0.03 -0.01 -0.01
Si 3.391 1.324 -5.036 0.00 0.07 0.12
O -6.796 2.726 -5.507 0.01 0.11 0.22
O -3.085 3.938 -0.450 -0.07 0.12 0.11
O -2.016 1.956 -0.541 -0.05 0.41 0.48
O -7.101 3.571 -3.549 0.08 -0.08 -0.21
N -6.411 3.012 -4.383 0.01 -0.07 0.02
N -0.117 0.871 1.571 0.16 0.09 0.11
N 0.084 -1.585 0.438 -0.02 0.38 0.10
C -1.695 3.519 3.608 -0.01 0.00 -0.01
C -3.451 -3.687 1.025 0.04 -0.01 0.00
C 2.020 2.863 1.541 0.00 -0.08 -0.04
C 2.558 -3.362 4.889 0.01 0.00 0.00
C 0.940 -0.222 3.673 0.00 -0.09 0.01
C 0.488 4.253 2.963 -0.02 0.02 0.01
C -5.028 2.647 -4.013 -0.20 0.07 -0.05
C 2.086 -2.019 4.950 0.03 -0.02 0.05
C 0.698 -4.671 -1.495 -0.02 -0.03 0.01
C 1.176 -2.014 -3.169 -0.02 -0.04 -0.01
C 3.206 3.001 2.497 -0.01 0.00 -0.01
C 1.418 -1.554 3.837 0.00 0.02 -0.03
C -2.656 1.330 2.819 -0.04 -0.03 -0.01
C -2.817 0.581 4.143 0.04 0.01 0.01
C 1.723 -2.399 -1.794 -0.03 0.04 0.01
C -1.012 -5.110 0.113 -0.01 -0.03 -0.02
C -2.952 1.653 -4.599 -0.04 -0.01 0.01
C 3.142 -2.951 -1.917 0.01 -0.01 0.03
C 1.165 -2.323 2.670 -0.02 0.09 -0.07
C 0.356 -0.182 2.331 -0.09 0.06 -0.13
C 1.794 0.187 5.884 -0.01 0.00 0.00
C -2.745 2.896 -0.993 -0.11 -0.41 -0.34
C 3.459 2.882 -6.112 -0.01 -0.04 -0.01
C 5.180 0.722 -4.880 0.00 0.01 -0.02
C -0.169 -5.566 -0.887 0.02 0.04 0.00
C -4.247 1.997 -4.955 0.06 -0.03 0.02
C -0.049 -2.900 -0.031 0.04 -0.08 -0.17
C 2.149 3.805 0.343 -0.02 0.01 0.03
C 1.130 0.652 4.710 0.00 0.01 0.06
C 1.660 -3.597 2.619 -0.01 -0.06 0.05
C -0.692 4.472 3.652 0.02 0.01 -0.01
C -4.430 -0.906 -2.023 0.06 0.08 -0.07
C 0.447 -1.421 1.746 0.05 -0.08 0.17
C -3.280 2.597 -2.395 0.07 0.07 -0.06
C 4.369 0.677 -0.264 0.01 -0.01 0.01
C -2.047 -3.319 1.523 -0.03 0.03 0.04
C -0.317 2.111 2.227 0.01 0.03 0.08
C 0.774 -3.345 -1.086 0.06 0.02 -0.01
C -4.567 2.975 -2.749 0.05 0.02 0.01
C 2.355 -4.103 3.755 0.00 0.03 0.00
C -3.965 1.988 2.388 0.00 0.00 -0.04
C 0.699 3.076 2.252 0.01 -0.03 -0.01
C 2.264 -1.091 6.019 -0.01 0.00 -0.04
C -2.479 1.935 -3.323 -0.02 0.00 0.02
C 2.517 0.041 -6.126 -0.01 0.01 0.01
C -0.991 -3.785 0.532 -0.10 -0.03 0.02
C -1.531 2.343 2.888 -0.07 -0.02 -0.01
C -1.863 -3.893 2.930 0.01 0.04 0.01
H 1.267 5.006 2.983 0.01 0.01 0.00
H 0.797 1.681 4.661 -0.01 0.01 0.00
H -1.723 -5.795 0.562 -0.02 -0.01 0.01
H 2.020 1.837 1.167 0.00 0.05 0.04
H -1.908 -4.985 2.905 0.01 -0.02 0.00
H -1.473 1.646 -3.040 -0.01 -0.01 -0.02
H 1.136 -2.888 -3.827 0.00 -0.03 -0.02
H -3.085 1.271 4.948 -0.01 0.02 0.02
H 3.094 2.338 3.357 0.00 -0.01 0.00
H 1.340 -5.012 -2.298 0.01 -0.01 -0.02
H -3.840 2.511 1.440 0.00 0.01 0.03
H -4.752 1.237 2.276 -0.01 -0.03 0.02
H 3.094 -3.785 5.731 0.01 -0.01 0.02
H -2.629 3.702 4.127 -0.01 0.00 0.00
H -4.210 -3.155 1.602 -0.01 0.00 0.02
H 1.364 3.625 -0.392 -0.02 -0.01 -0.01
H -2.664 -3.539 3.585 -0.02 0.00 0.01
H 1.517 -4.230 1.753 0.01 -0.01 -0.01
H 4.140 2.744 1.993 0.02 -0.01 -0.03
H 5.633 0.505 -5.852 0.01 0.00 -0.05
H -2.375 0.601 2.056 -0.02 0.03 0.00
H 3.302 4.026 2.864 0.00 0.03 0.02
H 2.735 -5.117 3.713 0.01 -0.02 0.00
H -2.312 1.151 -5.313 0.00 0.00 0.01
H -4.311 2.712 3.130 -0.02 0.01 0.04
H -4.490 0.013 -2.596 0.00 -0.03 0.01
H 3.855 3.725 -5.546 0.03 0.02 0.03
H 1.435 0.165 -6.054 -0.03 0.00 -0.01
H -0.912 -3.605 3.374 0.00 0.01 -0.01
H 3.899 1.639 -0.099 0.02 -0.03 -0.02
H 4.261 0.394 -1.306 0.00 -0.01 0.05
H -3.634 -4.758 1.140 0.00 -0.03 -0.01
H 4.081 2.731 -7.001 0.02 -0.01 -0.04
H 2.779 -1.395 6.923 0.01 -0.01 0.02
H 2.452 3.146 -6.441 -0.03 0.03 0.01
H 3.797 -2.177 -2.322 0.02 0.01 -0.02
H -5.188 3.513 -2.048 0.01 0.00 0.01
H -0.837 5.393 4.205 0.00 0.01 0.01
H 2.074 4.848 0.663 0.03 0.03 0.01
H -0.206 -6.600 -1.206 0.01 -0.02 0.00
H 0.167 -1.605 -3.088 -0.03 0.03 0.01
H -1.891 0.077 4.423 0.03 -0.02 0.02
H 5.784 1.480 -4.377 0.03 0.01 0.02
H 3.105 3.669 -0.166 0.01 0.02 -0.03
H -5.309 -1.526 -2.147 0.05 0.01 0.00
H 3.533 -3.256 -0.945 0.00 0.01 0.01
H 1.787 -1.489 -1.196 -0.01 -0.04 -0.04
H -3.606 -0.171 4.065 -0.03 -0.02 -0.01
H 1.937 0.890 6.697 0.00 0.01 0.01
H 5.216 -0.185 -4.274 0.00 -0.03 0.02
H 2.809 0.164 -7.173 0.03 -0.01 -0.04
H -4.653 1.774 -5.930 0.00 0.00 0.01
H 1.800 -1.243 -3.622 0.00 0.00 0.01
H 2.755 -0.982 -5.826 0.00 -0.02 0.04
H 3.186 -3.810 -2.592 0.00 -0.02 -0.02
H -3.581 -3.433 -0.026 0.00 0.03 -0.03
H -1.982 -2.230 1.585 0.00 -0.02 -0.02

***

Entry 3:
135
Properties=species:S:1:pos:R:3:forces:R:3 method="wB97M-V/def2-TZVPD" smiles="CCCCCC[C@@]1(OCCOCC)OS(=O)(=O)O[C@@]1(CSCC)/C(Br)=C(/C)Br.CCOS(C)(=O)=O.CCOS(C)(=O)=O.CCOS(C)(=O)=O.CCOS(C)(=O)=O.CCOS(C)(=O)=O" total_charge=0 e_tot_ha=-10815.83595 fmax_ev_per_a=1.2 homo_energy_ev=-8.42 mol_weight_g_mol=1189.195
Br 3.113 -1.328 -0.826 0.05 -0.23 -0.15
Br 0.192 1.035 1.740 -0.25 0.19 -0.07
S -1.322 -3.827 4.181 -0.24 0.04 0.06
S 0.752 -3.046 -4.750 0.20 0.04 -0.24
S 3.346 2.870 -2.071 0.16 0.02 -0.54
S -6.916 1.118 2.883 -0.10 -0.10 -0.13
S -0.573 1.958 -2.404 0.07 0.16 0.09
S -1.128 7.555 4.603 0.13 0.13 -0.10
S 3.051 -9.474 -6.064 0.13 0.09 -0.15
O -5.919 0.582 3.758 0.06 0.05 0.09
O 1.665 -9.519 -6.422 -0.11 -0.03 0.07
O 4.522 3.551 -1.668 0.07 0.01 0.13
O 0.306 3.453 -0.055 -0.16 -0.45 -0.89
O -0.230 8.853 4.404 0.10 -0.06 -0.04
O -2.504 7.936 4.492 -0.09 -0.04 0.08
O -2.678 -4.456 3.652 -0.06 -0.05 0.07
O -7.074 0.175 1.618 -0.01 -0.10 0.03
O -0.684 6.846 5.763 -0.08 -0.07 0.05
O 1.283 -4.088 -3.923 -0.19 0.12 0.19
O -0.319 -2.232 -4.263 -0.05 -0.03 0.14
O 3.214 2.492 -3.434 -0.08 0.00 0.00
O 3.137 1.614 -1.115 0.09 -0.11 0.40
O 3.634 -8.059 -6.480 0.11 0.00 0.02
O -6.803 2.472 2.431 0.11 0.09 0.05
O 0.353 -3.673 -6.149 -0.04 0.07 -0.08
O 3.447 -9.786 -4.727 -0.06 -0.07 0.08
O 2.039 3.645 -1.632 -0.12 -0.08 -0.12
O -0.762 -3.014 3.143 0.11 -0.02 -0.04
O -1.613 4.499 1.303 -0.06 0.06 -0.12
O -0.522 -4.846 4.786 0.12 0.00 0.00
C 4.912 0.955 2.027 0.31 0.21 0.52
C -2.000 -6.553 2.536 0.11 0.05 0.16
C -2.638 -5.186 2.403 0.01 -0.18 -0.36
C -1.972 -4.454 -5.845 0.04 0.18 0.10
C -6.078 0.292 0.572 0.28 0.07 -0.34
C 1.587 3.079 -0.342 0.75 0.64 0.75
C -0.534 -4.820 -6.145 -0.22 -0.34 0.00
C -0.190 4.657 -0.613 -0.27 0.50 0.32
C -2.221 -0.296 -2.368 -0.02 0.20 -0.30
C -4.749 -0.331 0.944 0.01 0.02 0.23
C 1.741 1.571 -0.682 -0.84 -0.36 -0.60
C 6.894 0.247 0.596 0.07 -0.07 0.11
C 3.248 2.879 1.830 0.45 0.09 -0.23
C 3.995 -10.442 -7.187 0.02 -0.03 -0.06
C 0.932 1.049 -1.931 -0.48 0.20 -0.01
C -2.016 -2.808 5.433 -0.04 0.05 0.02
C -8.506 0.840 3.576 -0.07 0.00 0.01
C -1.588 4.842 -0.063 -0.17 -0.45 0.12
C -0.029 9.823 6.665 0.00 -0.19 0.00
C -1.442 0.647 -3.278 -0.25 -0.07 -0.02
C -2.932 4.346 1.795 -0.22 -0.05 0.12
C 1.451 0.560 0.411 0.65 0.62 0.26
C 2.049 -2.007 -5.319 0.04 0.03 0.00
C -0.625 6.689 3.164 0.15 0.19 0.03
C 6.388 0.578 2.016 0.14 -0.10 -0.61
C 2.549 3.703 0.734 -0.12 -0.22 0.43
C -0.513 9.996 5.240 -0.10 0.32 0.21
C 4.670 2.366 1.505 -0.20 -0.02 0.16
C 1.561 -1.663 1.546 0.52 -0.26 -0.29
C 1.920 -0.672 0.489 0.21 -0.27 0.13
C -2.896 3.608 3.114 0.08 -0.09 -0.27
C 2.944 -6.883 -5.989 -0.23 0.38 0.11
C 3.198 -6.596 -4.526 0.15 -0.25 0.08
H 7.360 -0.736 0.559 0.04 -0.08 -0.01
H 2.649 2.063 2.206 -0.30 -0.18 -0.03
H -2.604 -5.334 -5.966 0.03 -0.03 -0.05
H 1.636 -1.227 2.537 -0.26 0.07 0.06
H -1.581 10.212 5.202 -0.02 -0.11 -0.03
H -0.941 -6.478 2.777 0.01 0.02 -0.02
H 1.656 -1.345 -6.086 -0.02 0.01 0.01
H -2.455 4.197 3.914 0.05 0.00 0.10
H 0.564 -2.049 1.360 -0.16 0.02 0.24
H 2.779 -7.372 -3.887 -0.03 -0.01 -0.03
H 4.337 0.215 1.473 -0.13 -0.06 -0.08
H -4.077 -0.307 0.086 -0.07 -0.02 -0.02
H -0.274 4.589 -1.695 0.20 0.03 -0.14
H -3.419 5.322 1.893 -0.01 0.10 0.03
H -8.531 1.373 4.524 0.03 0.02 0.00
H -2.134 -4.578 1.650 0.05 0.06 0.08
H 5.383 3.007 2.025 0.09 0.15 -0.09
H -2.481 -7.125 3.329 -0.04 -0.02 -0.03
H -3.904 3.320 3.396 -0.18 0.05 0.13
H -0.766 0.094 -3.924 0.10 0.01 -0.02
H 5.049 -10.246 -7.014 0.01 0.00 0.02
H -6.516 -0.218 -0.282 -0.13 -0.05 0.08
H 4.896 2.452 0.447 0.02 -0.09 -0.11
H -0.154 -5.564 -5.443 0.06 0.09 0.06
H -2.087 -4.087 -4.826 0.01 -0.03 0.01
H -5.966 1.344 0.304 -0.05 0.03 0.11
H 4.571 0.931 3.066 -0.17 -0.07 0.03
H -2.317 -3.672 -6.521 -0.02 -0.04 -0.04
H -2.323 2.692 2.972 0.10 -0.03 0.13
H 3.365 3.558 2.674 -0.18 0.03 0.11
H 0.008 10.821 4.759 0.04 -0.08 -0.11
H -9.259 1.229 2.897 0.00 0.00 -0.01
H 6.077 0.238 -0.124 -0.08 0.04 -0.06
H 0.456 6.576 3.185 0.01 0.00 0.02
H 6.973 1.413 2.401 -0.01 0.05 0.21
H -0.577 9.036 7.180 -0.03 0.01 0.00
H 2.854 -2.625 -5.706 0.00 -0.01 0.00
H -0.446 -5.235 -7.146 0.10 0.10 -0.04
H -3.535 3.760 1.091 0.07 -0.01 -0.16
H -8.632 -0.226 3.738 0.02 -0.01 0.00
H -1.935 5.868 -0.225 0.07 0.13 -0.06
H 0.607 0.032 -1.737 0.06 -0.05 0.14
H 3.321 -6.071 -6.608 0.09 -0.10 -0.09
H -2.971 -0.820 -2.961 0.04 -0.24 -0.02
H -2.266 4.177 -0.610 -0.04 -0.07 -0.02
H -4.883 -1.365 1.261 -0.01 -0.03 -0.05
H -2.751 0.278 -1.611 0.07 0.01 0.15
H 1.028 9.555 6.681 0.02 0.05 0.00
H 1.584 1.011 -2.795 0.13 0.14 -0.03
H 3.764 -11.483 -6.973 -0.03 0.00 0.02
H -1.098 5.717 3.193 -0.03 -0.07 0.00
H 2.257 -2.495 1.505 -0.01 -0.14 0.01
H -1.183 -2.350 5.961 0.03 -0.01 -0.02
H -0.168 10.754 7.214 0.01 0.04 -0.05
H 0.441 5.511 -0.353 0.20 -0.06 0.08
H -3.681 -5.278 2.109 -0.05 0.07 0.11
H 1.914 4.429 1.238 -0.16 0.02 -0.02
H -2.593 -3.433 6.108 0.01 -0.02 0.00
H 2.737 -5.648 -4.257 0.04 -0.04 -0.06
H -2.099 -7.095 1.596 -0.05 0.02 -0.02
H -1.563 -1.026 -1.907 -0.02 -0.10 0.18
H 3.326 4.282 0.245 -0.01 0.00 -0.23
H -2.137 1.173 -3.931 -0.01 0.12 -0.05
H 3.706 -10.187 -8.202 -0.01 0.01 0.00
H -2.639 -2.050 4.967 -0.01 0.00 -0.02
H 4.268 -6.547 -4.325 0.01 0.03 -0.03
H 1.878 -6.988 -6.200 0.01 -0.11 -0.01
H 7.637 0.961 0.248 0.01 0.10 -0.07
H -4.273 0.206 1.763 0.01 0.02 -0.02
H 6.580 -0.268 2.672 -0.10 -0.07 0.10
H -0.947 7.242 2.286 -0.02 0.00 0.00
H 2.388 -1.430 -4.459 -0.01 -0.01 0.03